{"formula": "C33H34BrN4O4SbW", "method": "ωB97M-V/def2-TZVPD", "lumo_ev": [-5.942, -6.674], "multiplicity": 3, "de_lowest_kcal_mol": 13.8, "homo_ha": [-0.46715, -0.46712], "orbital_gap_ev": [6.77, 6.04], "charge": 2, "species": ["W", "O", "C", "C", "C", "C", "C", "C", "C", "N", "C", "C", "N", "C", "C", "C", "C", "C", "C", "C", "O", "H", "H", "H", "H", "H", "H", "H", "H", "H", "H", "H", "H", "H", "H", "C", "O", "C", "C", "C", "Br", "C", "C", "C", "O", "C", "N", "C", "C", "C", "C", "C", "C", "N", "H", "H", "H", "H", "H", "H", "H", "H", "H", "H", "H", "C", "Sb", "C", "C", "H", "H", "H", "H", "H", "H", "H", "H", "H"], "xyz": [[-1.102785, -0.161109, -0.809031], [-1.092014, -1.496505, 0.691111], [-1.234785, -1.193698, 1.985145], [-0.595211, -1.995186, 2.927600], [-0.714087, -1.722717, 4.278800], [-1.488624, -0.649030, 4.727369], [-2.147356, 0.129972, 3.809633], [-2.028532, -0.109283, 2.424145], [-2.804822, 0.695096, 1.534882], [-2.701620, 0.711005, 0.245074], [-3.648898, 1.538824, -0.521762], [-3.739308, 0.933954, -1.914700], [-2.353860, 0.759726, -2.350447], [-1.932153, 1.388824, -3.392400], [-0.541522, 1.606715, -3.660978], [-0.068833, 1.895364, -4.952055], [1.249667, 2.229689, -5.150181], [2.104881, 2.345875, -4.049790], [1.652440, 2.111245, -2.764199], [0.333517, 1.716891, -2.554931], [-0.117415, 1.488459, -1.315612], [-0.008029, -2.833553, 2.574960], [-0.207075, -2.357433, 4.994212], [-1.585513, -0.450632, 5.785420], [-2.775261, 0.948998, 4.140684], [-3.555192, 1.338816, 1.992868], [-3.256301, 2.555836, -0.588082], [-4.623228, 1.565041, -0.035188], [-4.296149, 1.586954, -2.586944], [-4.239970, -0.036564, -1.871802], [-2.668639, 1.837359, -4.059757], [-0.753219, 1.846521, -5.790900], [1.618272, 2.432363, -6.145827], [3.135572, 2.638681, -4.202187], [2.306528, 2.230154, -1.909499], [0.784029, -1.439050, -3.107795], [0.749262, -1.059397, -1.711023], [2.001339, -0.866159, -1.105938], [3.187524, -1.265494, -1.686172], [4.378837, -0.980855, -1.027175], [5.998406, -1.509172, -1.826921], [4.387930, -0.321280, 0.185428], [3.185812, 0.056851, 0.778273], [1.995971, -0.218667, 0.118081], [0.777163, 0.158332, 0.645036], [3.181349, 0.804244, 2.039631], [4.067812, 1.688251, 2.359840], [3.677469, 2.183304, 3.596418], [4.279624, 3.151595, 4.396181], [3.683720, 3.436449, 5.608025], [2.514253, 2.783582, 6.023893], [1.898043, 1.829846, 5.235541], [2.502279, 1.549623, 4.018170], [2.156273, 0.685083, 2.981262], [1.164110, -2.454416, -3.203000], [1.404776, -0.738761, -3.665317], [-0.237202, -1.383827, -3.474600], [3.220531, -1.778798, -2.634678], [5.314471, -0.083795, 0.689311], [0.918267, 0.850044, 1.320154], [5.184733, 3.646449, 4.072236], [4.127856, 4.176700, 6.259367], [2.086513, 3.033543, 6.985300], [0.994457, 1.327530, 5.557411], [1.658712, -0.181149, 3.139346], [-1.181391, -4.168955, -1.602724], [-2.467226, -2.484880, -1.671567], [-4.030212, -2.982865, -0.326885], [-3.360092, -2.582770, -3.599659], [-1.772259, -5.082730, -1.589086], [-0.579828, -4.107648, -0.698274], [-0.534917, -4.181218, -2.477886], [-4.531456, -3.889927, -0.658578], [-4.753125, -2.170416, -0.279531], [-3.600311, -3.142926, 0.659954], [-3.755249, -3.583791, -3.763889], [-2.622281, -2.363094, -4.369742], [-4.176446, -1.866037, -3.674050]], "atomic_forces_ev_per_a": [[0.5, 0.4, 0.4], [-0.3, 0.0, -0.4], [-0.1, 0.1, 0.0], [0.1, -0.1, 0.1], [0.0, 0.1, -0.1], [0.0, 0.0, 0.1], [-0.1, 0.1, -0.1], [0.2, -0.2, 0.3], [-0.1, 0.0, -0.1], [0.1, 0.0, 0.1], [0.0, 0.0, -0.1], [-0.1, 0.0, 0.0], [0.0, -0.1, 0.2], [0.0, 0.0, 0.0], [0.3, 0.1, 0.0], [-0.1, 0.0, 0.0], [0.1, 0.0, -0.1], [-0.1, 0.0, 0.0], [0.1, 0.0, 0.0], [-0.2, 0.0, -0.2], [-0.1, -0.2, -0.1], [0.0, 0.0, 0.0], [0.0, 0.0, 0.0], [0.0, 0.0, 0.0], [0.0, 0.0, 0.0], [0.0, 0.0, 0.0], [0.0, 0.0, 0.0], [0.0, 0.0, 0.0], [0.0, 0.0, 0.0], [0.0, 0.0, 0.0], [0.0, 0.0, 0.0], [0.0, 0.0, 0.0], [0.0, 0.0, 0.0], [0.0, 0.0, 0.0], [0.0, 0.0, 0.0], [0.1, 0.0, -0.1], [-0.1, -0.1, -0.1], [-0.1, 0.1, 0.1], [0.0, 0.0, 0.0], [0.0, 0.0, 0.0], [0.0, 0.0, 0.0], [0.0, 0.0, 0.0], [-0.1, -0.1, -0.1], [0.1, 0.0, 0.1], [-0.1, 0.0, 0.0], [0.1, 0.1, 0.3], [0.0, 0.0, -0.2], [-0.2, -0.1, 0.2], [0.0, 0.0, 0.0], [0.1, 0.0, 0.0], [0.0, 0.0, 0.0], [-0.1, 0.0, 0.0], [0.2, 0.1, 0.0], [-0.1, -0.1, -0.2], [0.0, 0.0, 0.0], [0.0, 0.0, 0.0], [0.0, 0.0, 0.0], [0.0, 0.0, 0.0], [0.0, 0.0, 0.0], [-0.1, 0.0, 0.0], [0.0, 0.0, 0.0], [0.0, 0.0, 0.0], [0.0, 0.0, 0.0], [0.0, 0.0, 0.0], [0.0, 0.0, 0.0], [0.0, 0.1, 0.0], [0.0, 0.0, 0.0], [0.0, 0.0, -0.1], [0.0, 0.0, 0.1], [0.0, 0.0, 0.0], [0.0, 0.0, 0.0], [0.0, 0.0, 0.0], [0.0, 0.0, 0.0], [0.0, 0.0, 0.0], [0.0, 0.0, 0.0], [0.0, 0.0, 0.0], [0.0, 0.0, 0.0], [0.0, 0.0, 0.0]]}

{"formula": "C33H34CsF5N5O5P", "method": "ωB97M-V/def2-TZVPD", "lumo_ev": 3.793, "de_lowest_kcal_mol": 0.0, "homo_ha": -0.06649, "orbital_gap_ev": 5.60, "charge": -2, "species": ["Cs", "O", "C", "C", "C", "C", "C", "C", "C", "N", "N", "C", "O", "C", "C", "C", "C", "C", "C", "H", "H", "H", "H", "H", "H", "H", "H", "H", "H", "C", "C", "C", "C", "C", "C", "N", "N", "C", "C", "C", "C", "C", "N", "H", "H", "H", "H", "H", "H", "H", "H", "H", "C", "C", "O", "P", "O", "C", "C", "O", "C", "C", "H", "H", "H", "H", "H", "H", "H", "H", "H", "H", "H", "H", "H", "H", "H", "F", "C", "F", "C", "F", "F", "F"], "xyz": [[0.308101, 0.915306, 0.726188], [-0.476092, 2.093782, 3.047374], [-1.518421, 2.344765, 3.712323], [-1.490172, 2.523120, 5.137407], [-2.623289, 2.710814, 5.895729], [-3.885131, 2.769786, 5.299547], [-3.949460, 2.674748, 3.917499], [-2.826766, 2.485269, 3.106733], [-3.063752, 2.515407, 1.670688], [-2.209091, 2.380865, 0.725111], [-2.767465, 2.662703, -0.529121], [-2.181312, 1.972532, -1.478500], [-1.331362, 1.045961, -1.354027], [-2.612753, 2.380569, -2.868428], [-3.752484, 3.150456, -3.102339], [-4.114165, 3.497249, -4.394650], [-3.338814, 3.089094, -5.475353], [-2.200478, 2.329722, -5.249368], [-1.846820, 1.972540, -3.954907], [-0.511952, 2.489377, 5.607472], [-2.526952, 2.819859, 6.973207], [-4.780735, 2.916617, 5.891187], [-4.915190, 2.766068, 3.426319], [-4.105294, 2.719941, 1.393710], [-4.335324, 3.469739, -2.249219], [-5.005836, 4.091867, -4.560883], [-3.620395, 3.366622, -6.484924], [-1.581413, 2.013296, -6.081146], [-0.964273, 1.378546, -3.756913], [7.124887, -0.248167, 1.548678], [6.817317, -0.812112, 2.785846], [5.511228, -0.843009, 3.235733], [4.507547, -0.277086, 2.446119], [4.811067, 0.292393, 1.217126], [6.121330, 0.289813, 0.758972], [3.129950, -0.291226, 2.792255], [2.805465, -1.066610, 3.700634], [1.387918, -1.075811, 3.883400], [0.839806, -0.575217, 5.054070], [-0.541203, -0.556933, 5.159755], [-1.303039, -1.046690, 4.110645], [-0.647474, -1.565910, 3.007092], [0.679487, -1.599728, 2.894784], [8.150250, -0.247448, 1.198212], [7.605646, -1.243493, 3.392627], [5.251462, -1.297526, 4.181579], [4.037504, 0.685669, 0.568160], [6.302212, 0.675901, -0.237216], [1.476088, -0.166229, 5.826894], [-1.026106, -0.128872, 6.025850], [-2.383216, -1.001714, 4.138564], [-1.203713, -1.972952, 2.167183], [0.933637, -5.652504, -1.469318], [-0.276001, -4.806152, -1.134410], [0.169078, -3.616090, -0.483844], [-0.526631, -2.173372, -0.782033], [-0.542916, -2.110249, -2.413614], [0.450333, -1.230897, -2.996432], [0.229425, -1.195186, -4.488832], [-2.072603, -2.661411, -0.553325], [-3.083303, -1.674117, -0.853559], [-3.891506, -2.117417, -2.053097], [0.628940, -6.589768, -1.940845], [1.497866, -5.882522, -0.564683], [1.590251, -5.113660, -2.153018], [-0.951615, -5.334302, -0.456720], [-0.832970, -4.553010, -2.038522], [1.452393, -1.600655, -2.768329], [0.338020, -0.237029, -2.559803], [0.348346, -2.190322, -4.922324], [0.964597, -0.526318, -4.939687], [-0.772224, -0.830967, -4.722521], [-2.618077, -0.702312, -1.038235], [-3.712991, -1.578263, 0.033823], [-3.243932, -2.192636, -2.927055], [-4.675989, -1.387880, -2.265269], [-4.356130, -3.089473, -1.871956], [3.241949, 2.005592, -2.077537], [4.366964, 1.139194, -2.217581], [3.748725, -0.122749, -2.494135], [4.923398, 1.531945, -3.573859], [4.068516, 1.528152, -4.641107], [5.938123, 0.705082, -3.937985], [5.438969, 2.785656, -3.541858]], "atomic_forces_ev_per_a": [[1.2, 0.1, 0.3], [0.0, 0.1, 0.4], [-0.3, 0.1, 0.0], [0.1, 0.0, 0.0], [0.0, 0.0, 0.0], [-0.1, 0.0, 0.0], [0.1, 0.0, 0.0], [0.0, 0.0, 0.3], [0.1, 0.0, -0.2], [-0.8, 0.3, 0.2], [0.2, -0.2, 0.0], [-0.4, 0.4, 0.0], [-0.2, -0.1, -0.8], [0.0, -0.1, -0.1], [0.0, 0.0, 0.0], [0.0, 0.0, 0.0], [0.0, 0.0, 0.0], [0.0, 0.0, 0.0], [0.0, 0.0, 0.0], [0.0, 0.0, 0.0], [0.0, 0.0, 0.0], [0.0, 0.0, 0.0], [0.0, 0.0, 0.0], [0.0, 0.1, -0.1], [0.0, 0.0, 0.0], [0.0, 0.0, 0.0], [0.0, 0.0, 0.0], [0.0, 0.0, 0.0], [0.0, 0.0, 0.0], [-0.1, 0.0, 0.0], [0.1, 0.0, 0.0], [-0.1, 0.1, 0.0], [0.3, -0.1, 0.0], [0.0, -0.1, 0.0], [0.1, -0.1, 0.0], [-0.4, -0.3, -0.1], [0.4, 0.2, -0.1], [-0.4, 0.0, 0.0], [-0.1, 0.0, 0.0], [0.1, 0.0, 0.0], [0.0, 0.0, 0.0], [-0.1, -0.1, 0.2], [0.1, 0.2, -0.1], [0.0, 0.0, 0.0], [0.0, 0.0, 0.0], [0.0, 0.0, 0.0], [0.0, 0.0, 0.1], [0.0, 0.1, 0.0], [0.0, 0.0, 0.0], [0.0, 0.0, 0.0], [0.0, 0.0, 0.0], [0.0, 0.0, 0.0], [0.0, 0.0, 0.0], [0.0, 0.0, 0.0], [0.0, 0.0, -0.1], [0.0, -0.3, 0.1], [0.0, 0.0, 0.0], [0.0, 0.0, 0.0], [0.0, 0.0, 0.0], [-0.1, 0.1, -0.1], [0.0, 0.0, 0.0], [0.0, 0.0, 0.0], [0.0, 0.0, 0.0], [0.0, 0.0, 0.0], [0.0, 0.0, 0.0], [0.0, 0.0, 0.0], [0.0, 0.0, 0.0], [0.0, 0.0, 0.0], [0.0, 0.0, 0.0], [0.0, 0.0, 0.0], [0.0, 0.0, 0.0], [0.0, 0.0, 0.0], [0.0, 0.0, 0.0], [0.0, 0.0, 0.0], [0.0, 0.0, 0.0], [0.0, 0.0, 0.0], [0.0, 0.0, 0.0], [0.0, -0.1, -0.1], [0.0, 0.0, 0.1], [0.0, 0.1, 0.0], [0.0, 0.0, 0.0], [0.0, 0.0, 0.0], [0.0, 0.0, 0.0], [0.0, 0.0, 0.0]]}

{"formula": "C33H34FN3O6", "method": "ωB97M-V/def2-TZVPD", "lumo_ev": 0.527, "de_lowest_kcal_mol": 0.0, "homo_ha": -0.29784, "orbital_gap_ev": 8.63, "smiles": "COC(=O)Cn1c(C(=O)N2CCCC2)cc2c1C[C@H]1CN(C(=O)c3ccccc3)[C@@](Cc3ccc(F)cc3)(C(=O)OC)[C@@H]21", "species": ["C", "H", "H", "H", "O", "C", "O", "C", "N", "C", "C", "C", "C", "C", "O", "N", "C", "C", "H", "C", "H", "C", "H", "H", "H", "H", "H", "H", "H", "C", "H", "C", "N", "C", "O", "C", "C", "C", "C", "C", "C", "H", "H", "H", "H", "H", "C", "C", "H", "C", "H", "H", "H", "H", "C", "O", "O", "C", "H", "H", "H", "C", "C", "C", "C", "C", "C", "C", "H", "H", "F", "H", "H", "H", "H", "H", "H"], "xyz": [[5.874752, 1.282333, -3.654088], [6.203082, 1.163541, -4.683039], [5.681800, 2.332886, -3.428389], [6.632907, 0.904678, -2.965670], [4.678536, 0.521517, -3.528449], [4.026523, 0.633931, -2.372824], [4.357596, 1.355309, -1.471885], [2.811520, -0.287399, -2.356872], [2.040829, -0.099040, -1.164594], [0.793923, 0.407305, -1.067494], [0.445665, 0.514368, 0.257606], [1.544681, 0.093081, 1.017474], [2.524457, -0.279827, 0.112566], [3.846446, -0.903353, 0.306110], [4.230661, -1.816285, -0.421034], [4.591990, -0.448926, 1.331967], [4.383162, 0.810289, 2.027715], [5.758649, 1.181212, 2.596924], [5.937258, 2.253329, 2.555217], [6.734556, 0.385740, 1.732258], [7.693433, 0.218663, 2.217699], [5.960185, -0.904895, 1.494430], [6.264546, -1.455102, 0.603324], [6.027790, -1.569412, 2.363510], [6.897260, 0.898494, 0.783742], [5.836003, 0.857113, 3.635418], [3.645051, 0.698375, 2.825196], [4.021609, 1.559838, 1.318417], [1.607061, 0.033321, 2.084949], [-0.933405, 1.075062, 0.404381], [-0.887215, 2.109177, 0.752334], [-1.921345, 0.274458, 1.278686], [-2.673312, -0.532306, 0.334169], [-3.521322, -1.494065, 0.759280], [-3.811202, -1.650920, 1.931221], [-4.090816, -2.353233, -0.328163], [-3.318501, -3.378728, -0.860221], [-3.848974, -4.215814, -1.825468], [-5.149325, -4.031833, -2.265830], [-5.923405, -3.016277, -1.731004], [-5.399090, -2.181593, -0.759075], [-6.006840, -1.397687, -0.331393], [-6.940474, -2.877078, -2.066608], [-5.561579, -4.685035, -3.020669], [-3.247838, -5.015125, -2.233467], [-2.308649, -3.523381, -0.504112], [-2.250089, -0.349900, -1.035383], [-1.473722, 0.969405, -1.048862], [-2.138110, 1.799835, -1.291092], [-0.257326, 0.895880, -2.000608], [-0.008116, 1.886758, -2.391250], [-0.450416, 0.235134, -2.847662], [-1.591368, -1.173509, -1.336744], [-3.115501, -0.332397, -1.702579], [-1.133698, -0.625888, 2.238833], [-0.782024, -0.289279, 3.336774], [-0.849255, -1.790998, 1.666332], [-0.086658, -2.729447, 2.413444], [-0.621769, -3.678299, 2.400614], [0.032752, -2.378088, 3.439431], [0.888978, -2.838577, 1.936664], [-2.844961, 1.192142, 2.111611], [-3.598274, 2.149125, 1.240026], [-3.169046, 3.460811, 1.071110], [-3.833482, 4.324729, 0.218361], [-4.939632, 3.859867, -0.467375], [-5.406063, 2.568106, -0.306052], [-4.730935, 1.722220, 0.554054], [-5.091650, 0.717100, 0.706455], [-6.283940, 2.244366, -0.842859], [-5.587591, 4.692772, -1.312198], [-3.507459, 5.344013, 0.083356], [-2.312311, 3.820832, 1.621895], [-2.221764, 1.719001, 2.834426], [-3.536313, 0.547719, 2.656721], [2.194880, -0.096075, -3.236813], [3.196189, -1.314037, -2.394895]], "atomic_forces_ev_per_a": [[0.3, 0.3, 0.1], [0.0, 0.0, 0.1], [0.0, -0.1, 0.0], [0.0, 0.0, -0.1], [-0.2, -0.3, -0.2], [-0.2, 0.0, 0.0], [0.1, 0.1, 0.0], [0.4, -0.1, -0.3], [0.1, -0.1, 0.0], [-0.6, 0.1, 0.6], [0.0, 0.0, -0.8], [0.5, -0.1, -0.2], [-0.3, 0.0, 0.4], [0.0, -0.2, 0.2], [0.0, -0.1, -0.3], [0.1, -0.1, 0.0], [-0.3, 0.5, 0.2], [0.0, 0.0, -0.1], [0.0, 0.0, 0.1], [-0.1, -0.1, 0.1], [0.1, 0.0, 0.0], [0.4, -0.3, -0.1], [0.0, 0.0, 0.2], [0.1, 0.0, -0.1], [0.0, 0.0, -0.1], [0.0, 0.0, 0.0], [0.0, 0.1, -0.1], [0.0, 0.0, 0.1], [0.1, 0.0, 0.2], [0.1, 0.1, 0.0], [-0.1, 0.0, 0.0], [-0.1, 0.0, 0.6], [0.0, 0.2, 0.2], [-0.1, 0.1, -0.3], [-0.1, -0.1, 0.3], [-0.1, -0.3, 0.0], [0.0, 0.1, 0.1], [0.0, -0.1, 0.0], [0.0, 0.0, -0.1], [-0.1, 0.0, 0.0], [0.1, 0.1, 0.1], [-0.1, 0.1, 0.1], [-0.1, 0.0, 0.0], [0.0, 0.0, -0.1], [0.0, -0.1, 0.0], [0.1, 0.0, 0.0], [0.1, 0.0, -0.5], [-0.1, 0.0, 0.0], [0.0, 0.0, 0.0], [0.0, 0.1, -0.2], [0.0, 0.0, -0.1], [0.0, 0.0, -0.1], [0.0, 0.1, -0.1], [0.1, 0.0, 0.0], [-0.3, 0.1, -0.1], [0.1, 0.1, 0.1], [-0.1, -0.2, -0.2], [0.2, -0.1, 0.3], [0.0, 0.1, 0.0], [0.0, -0.1, -0.1], [-0.1, 0.0, 0.0], [0.1, -0.1, 0.0], [0.1, 0.0, 0.1], [-0.1, -0.1, 0.0], [-0.2, 0.1, -0.2], [0.1, -0.1, 0.0], [-0.1, 0.2, -0.1], [0.1, 0.1, 0.0], [-0.1, -0.1, 0.0], [-0.1, 0.0, -0.1], [0.0, -0.1, 0.1], [0.0, 0.1, 0.0], [0.1, 0.0, 0.1], [0.0, 0.0, 0.0], [0.1, 0.1, 0.0], [0.0, 0.0, 0.1], [-0.1, 0.2, -0.1]]}